[1]
Entry from the OMol25 dataset: C46H54O2PSeTi as an isolated structure at a distorted geometry (ωB97M-V/def2-TZVPD).

Properties
Total charge ... +1
E ... -150420.24219 eV
Orbital gap ... 0.2624 hartree
LUMO level ... -3.58 eV

Last column: Mulliken charge in e.
Positions of all 105 atoms, in Å:
Ti: -0.61 -0.82 -1.44  -1.076
C: 3.24 -1.27 4.89  -1.912
C: 4.11 -1.35 3.64  1.870
C: 4.89 -2.68 3.67  -1.657
C: 5.08 -0.16 3.64  -1.547
C: 3.28 -1.30 2.36  -0.191
C: 1.89 -1.24 2.37  -0.152
C: 1.21 -1.14 1.18  -0.364
Se: -0.73 -0.96 1.15  0.239
C: -0.71 0.98 1.15  0.719
C: -0.41 1.68 2.30  -0.822
C: -0.25 3.06 2.24  -1.070
C: -0.40 3.66 0.99  -0.023
C: -0.72 2.98 -0.18  -0.672
C: -0.92 1.59 -0.09  0.356
O: -1.28 0.79 -1.12  0.146
C: -0.82 3.73 -1.52  2.379
C: -0.57 5.23 -1.35  -2.420
C: 0.25 3.19 -2.49  -1.469
C: -2.22 3.56 -2.12  -1.493
C: 0.11 3.84 3.50  2.195
C: -0.95 3.58 4.58  -1.698
C: 0.18 5.35 3.25  -2.187
C: 1.48 3.36 4.00  -1.517
C: 1.85 -1.11 -0.06  0.687
O: 1.05 -0.96 -1.15  0.560
C: 3.25 -1.24 -0.11  -0.778
C: 3.90 -1.32 1.12  -0.153
C: 4.11 -1.32 -1.38  1.967
C: 4.88 -2.65 -1.35  -1.647
C: 3.34 -1.26 -2.70  -1.822
C: 5.11 -0.15 -1.37  -1.710
H: 3.89 -1.27 5.77  0.461
H: 2.56 -2.12 4.97  0.370
H: 2.66 -0.34 4.91  0.230
H: 5.45 -2.75 4.61  0.481
H: 5.60 -2.75 2.85  0.307
H: 4.21 -3.52 3.61  0.346
H: 5.64 -0.14 4.58  0.481
H: 4.53 0.77 3.55  0.280
H: 5.80 -0.22 2.83  0.313
H: 1.32 -1.27 3.29  0.687
H: -0.29 1.13 3.22  0.458
H: -0.24 4.73 0.92  0.613
H: 0.44 5.43 -0.97  0.454
H: -1.30 5.67 -0.67  0.468
H: -0.67 5.72 -2.32  0.440
H: 1.25 3.37 -2.09  0.339
H: 0.17 3.71 -3.45  0.507
H: 0.14 2.13 -2.68  -0.007
H: -2.98 3.90 -1.41  0.357
H: -2.42 2.52 -2.37  -0.077
H: -2.32 4.15 -3.03  0.535
H: -1.95 3.86 4.23  0.380
H: -0.72 4.17 5.47  0.466
H: -0.97 2.53 4.87  0.312
H: -0.77 5.74 2.87  0.451
H: 0.97 5.60 2.54  0.393
H: 0.40 5.86 4.18  0.444
H: 1.45 2.29 4.24  0.240
H: 1.76 3.91 4.90  0.498
H: 2.25 3.52 3.25  0.354
H: 4.98 -1.39 1.11  0.325
H: 4.18 -3.49 -1.30  0.317
H: 5.55 -2.72 -0.49  0.322
H: 5.48 -2.75 -2.25  0.487
H: 2.63 -2.09 -2.79  0.233
H: 4.06 -1.36 -3.52  0.606
H: 2.82 -0.32 -2.83  0.245
H: 5.77 -0.18 -0.51  0.311
H: 4.58 0.81 -1.36  0.334
H: 5.73 -0.18 -2.27  0.495
C: -2.99 -0.37 -5.79  -0.518
C: -2.70 -1.67 -5.40  -0.843
C: -2.74 -2.03 -4.06  -0.596
C: -3.09 -1.08 -3.09  0.466
C: -3.39 0.22 -3.50  -0.565
C: -3.34 0.57 -4.84  -0.766
P: -3.27 -1.46 -1.29  1.123
C: -5.04 -1.84 -1.08  0.449
C: -5.42 -2.34 0.16  -0.400
C: -6.75 -2.64 0.42  -0.733
C: -7.71 -2.40 -0.56  -0.531
C: -7.34 -1.87 -1.79  -0.712
C: -6.00 -1.58 -2.05  -0.423
C: -2.41 -3.07 -1.25  0.938
C: -2.93 -4.34 -1.07  -0.567
C: -2.07 -5.43 -1.13  -0.734
C: -0.72 -5.23 -1.37  -0.821
C: -0.20 -3.95 -1.54  -0.403
C: -1.04 -2.83 -1.47  0.232
H: -2.95 -0.10 -6.84  0.425
H: -2.45 -2.42 -6.14  0.448
H: -2.53 -3.05 -3.78  0.488
H: -3.71 0.95 -2.76  0.784
H: -3.58 1.59 -5.14  0.485
H: -4.67 -2.51 0.93  0.423
H: -7.05 -3.04 1.37  0.406
H: -8.75 -2.64 -0.37  0.392
H: -8.09 -1.68 -2.55  0.423
H: -5.72 -1.18 -3.01  0.316
H: -3.99 -4.48 -0.90  0.520
H: -2.45 -6.43 -0.99  0.412
H: -0.05 -6.09 -1.42  0.434
H: 0.86 -3.84 -1.71  0.455


[2]
Entry from the OMol25 dataset: C46H55BaN9O4PS5Si as an isolated structure (ωB97M-V/def2-TZVPD).

Properties
ΔE to the lowest compared entry with this formula, charge and spin ... 0.000 eV
Total charge ... -1
E ... -142244.40856 eV
Orbital gap ... 0.2533 hartree
LUMO level ... 2.03 eV

Last column: Mulliken charge in e.
Positions of all 122 atoms, in Å:
Ba: -0.77 1.53 -0.60  1.453
S: -0.33 -1.74 -2.38  -0.263
C: -0.75 -0.54 -3.50  -0.145
N: -1.15 0.68 -3.22  0.623
C: -1.42 1.43 -4.36  -0.780
C: -1.85 2.75 -4.35  -0.219
C: -2.07 3.39 -5.56  -0.759
C: -1.88 2.72 -6.77  -0.418
C: -1.45 1.40 -6.79  -0.553
C: -1.23 0.76 -5.58  0.890
S: -0.69 -0.86 -5.25  -0.360
H: -1.98 3.28 -3.41  0.348
H: -2.39 4.42 -5.56  0.403
H: -2.06 3.24 -7.70  0.355
H: -1.30 0.88 -7.73  0.374
N: 2.01 0.80 -1.72  0.982
N: 2.93 1.84 -2.02  -0.167
C: 3.66 2.41 -1.06  0.402
N: 4.22 3.60 -1.41  -0.406
S: 3.92 1.71 0.46  -0.447
H: 2.33 0.33 -0.87  -0.799
H: 2.07 0.11 -2.47  -0.026
H: 2.61 2.44 -2.77  0.221
H: 3.75 4.16 -2.12  0.100
H: 4.63 4.10 -0.64  0.222
S: 1.95 5.03 -3.63  -0.485
C: 1.08 4.26 -2.47  -0.015
N: 0.56 3.63 -1.63  -0.745
O: -2.97 -1.25 2.47  -0.645
H: -3.04 -1.75 1.65  0.323
H: -2.33 -0.54 2.25  0.189
C: -4.04 5.23 1.26  -1.201
Si: -2.45 4.88 0.30  0.277
C: -2.55 5.84 -1.32  -1.088
C: -1.03 5.67 1.29  -0.992
O: -2.27 3.32 0.05  -0.346
H: -4.20 6.30 1.45  0.356
H: -4.02 4.72 2.23  0.252
H: -4.91 4.86 0.70  0.278
H: -2.71 6.91 -1.16  0.376
H: -3.38 5.47 -1.94  0.255
H: -1.62 5.72 -1.88  0.199
H: -0.80 6.66 0.90  0.423
H: -0.13 5.07 1.20  0.099
H: -1.27 5.78 2.35  0.308
S: -7.66 -1.31 -0.28  -0.202
C: -5.98 -0.72 -0.40  -0.043
C: -5.59 0.40 0.32  -0.543
C: -4.26 0.79 0.25  -0.489
N: -3.36 0.13 -0.46  0.877
C: -3.75 -0.92 -1.20  -0.581
C: -5.05 -1.38 -1.20  -0.712
C: -7.32 -2.91 0.41  0.246
C: -7.94 -4.04 -0.10  -0.259
C: -7.68 -5.26 0.49  -0.291
N: -6.84 -5.43 1.51  -0.611
C: -6.24 -4.34 1.98  -0.402
C: -6.45 -3.06 1.48  -0.294
H: -6.30 0.93 0.94  0.456
H: -3.90 1.66 0.79  0.442
H: -2.97 -1.41 -1.78  0.160
H: -5.33 -2.24 -1.79  0.472
H: -8.62 -3.96 -0.94  0.382
H: -8.15 -6.16 0.11  0.345
H: -5.56 -4.49 2.81  0.410
H: -5.93 -2.22 1.91  0.506
C: 0.01 3.00 3.18  -0.986
N: 0.35 1.67 3.68  0.280
C: 1.32 1.60 4.76  -0.646
C: 1.07 0.34 5.56  -0.845
C: 1.18 -0.85 4.63  -0.203
N: 0.44 -0.64 3.39  0.438
C: 0.14 -1.85 2.64  -1.251
C: -0.02 0.57 2.98  0.343
O: -0.77 0.69 1.99  -0.763
H: -0.40 3.60 3.99  0.379
H: -0.73 2.92 2.39  0.032
H: 0.90 3.50 2.78  0.400
H: 1.18 2.49 5.38  0.433
H: 2.34 1.63 4.37  0.203
H: 0.07 0.39 5.99  0.297
H: 1.79 0.24 6.37  0.421
H: 0.79 -1.75 5.10  0.489
H: 2.24 -1.04 4.40  -0.032
H: -0.70 -2.38 3.09  0.407
H: 1.02 -2.48 2.64  0.652
H: -0.08 -1.59 1.61  0.048
O: 1.99 -1.36 0.22  0.554
P: 3.25 -2.14 0.08  1.141
C: 4.04 -1.89 -1.53  0.582
C: 5.08 -0.98 -1.70  -0.429
C: 5.51 -0.66 -2.99  -0.767
C: 4.89 -1.23 -4.09  -0.452
C: 3.85 -2.14 -3.92  -0.719
C: 3.43 -2.47 -2.64  -0.638
C: 2.87 -3.91 0.19  0.302
C: 3.80 -4.90 0.49  -0.704
C: 3.40 -6.23 0.54  -0.617
C: 2.08 -6.57 0.29  -0.570
C: 1.15 -5.58 -0.01  -0.973
C: 1.54 -4.25 -0.05  0.263
C: 4.48 -1.76 1.34  0.333
C: 5.80 -2.20 1.30  -0.200
C: 6.67 -1.88 2.33  -0.879
C: 6.24 -1.09 3.39  -0.827
C: 4.93 -0.63 3.42  -0.405
C: 4.05 -0.96 2.40  -1.076
H: 5.52 -0.48 -0.85  0.401
H: 6.30 0.07 -3.12  0.403
H: 5.21 -0.96 -5.09  0.380
H: 3.35 -2.56 -4.78  0.432
H: 2.59 -3.14 -2.51  0.255
H: 4.83 -4.64 0.69  0.253
H: 4.13 -7.00 0.77  0.417
H: 1.77 -7.61 0.33  0.385
H: 0.12 -5.85 -0.21  0.463
H: 0.83 -3.47 -0.28  0.271
H: 6.15 -2.78 0.46  0.465
H: 7.70 -2.22 2.29  0.409
H: 6.92 -0.83 4.18  0.377
H: 4.60 0.01 4.23  0.435
H: 3.04 -0.57 2.37  0.915


- Which of these has the lowest E?
  C46H54O2PSeTi